{
  "formula": "C18H18AuBr2N3SSi",
  "method": "ωB97M-V/def2-TZVPD",
  "e_above_lowest_kcal_mol": 42.7,
  "total_charge": 2,
  "lumo_ev": [-10.05, -9.98],
  "species": ["Au", "Br", "C", "C", "C", "N", "C", "C", "C", "C", "C", "Br", "C", "C", "N", "H", "H", "H", "H", "H", "H", "C", "Si", "C", "C", "C", "C", "C", "C", "N", "C", "S", "H", "H", "H", "H", "H", "H", "H", "H", "H", "H", "H", "H"],
  "positions_angstrom": [[0.84, -1.59, -1.12], [7.44, -1.48, 0.14], [5.61, -1.64, -0.23], [5.14, -1.69, -1.55], [3.78, -1.75, -1.75], [2.89, -1.75, -0.76], [3.32, -1.73, 0.52], [4.68, -1.69, 0.80], [2.31, -1.74, 1.60], [2.63, -1.69, 2.95], [1.60, -1.64, 3.89], [2.02, -1.52, 5.74], [0.28, -1.66, 3.47], [0.05, -1.76, 2.10], [1.03, -1.79, 1.21], [5.82, -1.68, -2.38], [3.39, -1.80, -2.75], [5.03, -1.68, 1.82], [3.65, -1.68, 3.29], [-0.54, -1.62, 4.17], [-0.96, -1.81, 1.71], [-1.76, 3.35, -2.48], [-2.66, 2.69, -0.90], [-1.68, 3.25, 0.64], [-4.50, 3.18, -0.94], [-2.54, 0.78, -1.01], [-3.66, -0.04, -0.88], [-3.55, -1.42, -1.01], [-2.30, -1.98, -1.20], [-1.21, -1.22, -1.28], [-1.33, 0.13, -1.22], [0.20, 0.90, -1.40], [-1.79, 4.44, -2.51], [-2.23, 2.96, -3.37], [-0.72, 3.03, -2.44], [-1.70, 4.34, 0.71], [-0.64, 2.95, 0.60], [-2.13, 2.85, 1.55], [-4.58, 4.26, -0.95], [-5.02, 2.82, -0.06], [-5.02, 2.81, -1.82], [-4.62, 0.40, -0.68], [-4.42, -2.05, -0.94], [-2.16, -3.04, -1.29]]
}

{
  "formula": "C50H123N5O14",
  "method": "ωB97M-V/def2-TZVPD",
  "e_above_lowest_kcal_mol": 0.0,
  "total_charge": 0,
  "lumo_ev": 0.15,
  "species": ["C", "O", "H", "H", "H", "H", "C", "O", "H", "H", "H", "H", "C", "O", "H", "H", "H", "H", "C", "O", "H", "H", "H", "H", "C", "O", "H", "H", "H", "H", "O", "H", "H", "O", "H", "H", "O", "H", "H", "O", "H", "H", "C", "C", "C", "C", "C", "C", "N", "O", "C", "C", "C", "H", "H", "H", "H", "H", "H", "H", "H", "H", "H", "H", "H", "H", "H", "H", "H", "H", "H", "H", "C", "C", "C", "C", "C", "C", "N", "O", "C", "C", "C", "H", "H", "H", "H", "H", "H", "H", "H", "H", "H", "H", "H", "H", "H", "H", "H", "H", "H", "H", "C", "C", "C", "C", "C", "C", "N", "O", "C", "C", "C", "H", "H", "H", "H", "H", "H", "H", "H", "H", "H", "H", "H", "H", "H", "H", "H", "H", "H", "H", "C", "C", "C", "C", "C", "C", "N", "O", "C", "C", "C", "H", "H", "H", "H", "H", "H", "H", "H", "H", "H", "H", "H", "H", "H", "H", "H", "H", "H", "H", "C", "C", "C", "C", "C", "C", "N", "O", "C", "C", "C", "H", "H", "H", "H", "H", "H", "H", "H", "H", "H", "H", "H", "H", "H", "H", "H", "H", "H", "H"],
  "positions_angstrom": [[-0.72, -3.33, 5.53], [0.17, -2.73, 4.62], [-0.32, -4.17, 6.10], [-1.04, -2.55, 6.22], [-1.64, -3.63, 5.01], [0.44, -3.36, 3.94], [-1.01, 4.30, 5.76], [-1.55, 3.45, 4.76], [-0.89, 3.83, 6.73], [-0.09, 4.77, 5.42], [-1.75, 5.10, 5.89], [-1.20, 2.56, 4.91], [-1.01, 6.45, 2.79], [-0.65, 5.11, 2.54], [-2.09, 6.62, 2.69], [-0.74, 6.74, 3.81], [-0.55, 7.12, 2.07], [-0.98, 4.54, 3.25], [-4.67, -4.59, 3.92], [-4.39, -3.37, 4.66], [-4.78, -5.42, 4.62], [-5.63, -4.41, 3.45], [-3.86, -4.85, 3.23], [-4.44, -3.60, 5.59], [1.41, -3.97, 1.35], [1.26, -4.69, 2.59], [1.56, -4.65, 0.51], [0.54, -3.33, 1.16], [2.31, -3.38, 1.46], [0.73, -5.47, 2.43], [2.19, 2.89, 5.06], [2.15, 2.26, 5.79], [3.12, 3.08, 4.95], [-5.86, -0.87, 3.72], [-5.03, -1.36, 3.76], [-5.64, -0.03, 3.29], [-3.94, -0.18, 6.04], [-4.19, 0.62, 6.51], [-4.77, -0.64, 5.86], [-1.08, 0.50, 6.12], [-0.86, 0.10, 5.26], [-2.03, 0.35, 6.23], [1.49, 0.08, 1.24], [0.07, 0.63, 1.23], [-0.49, 0.63, -0.18], [-2.00, 0.74, -0.28], [-2.57, -0.38, 0.58], [-2.16, -0.34, 2.04], [-0.72, -0.24, 2.11], [-0.26, -0.12, 3.45], [-2.94, 0.79, 2.71], [-2.60, -1.66, 2.67], [0.16, 2.06, 1.78], [1.49, -0.95, 0.89], [1.85, 0.07, 2.28], [2.20, 0.72, 0.72], [0.00, 1.40, -0.79], [-0.16, -0.31, -0.67], [-2.39, 0.55, -1.29], [-2.25, 1.75, 0.02], [-2.37, -1.36, 0.14], [-3.66, -0.29, 0.54], [-3.97, 0.51, 2.87], [-2.57, 0.97, 3.73], [-2.79, 1.74, 2.19], [-3.64, -1.91, 2.51], [-1.91, -2.47, 2.41], [-2.51, -1.52, 3.76], [-0.77, 2.55, 2.08], [0.67, 2.70, 1.06], [0.71, 2.10, 2.72], [-0.06, -1.05, 3.66], [-2.09, -4.59, -6.48], [-2.01, -4.03, -5.07], [-2.77, -2.69, -5.08], [-3.07, -2.14, -3.69], [-3.80, -3.26, -2.94], [-3.02, -4.54, -2.80], [-2.61, -4.95, -4.12], [-2.21, -6.27, -4.26], [-1.89, -4.51, -1.76], [-4.03, -5.57, -2.26], [-0.53, -3.79, -4.70], [-3.08, -4.57, -6.92], [-1.65, -5.59, -6.51], [-1.46, -4.01, -7.17], [-2.20, -1.96, -5.65], [-3.73, -2.82, -5.58], [-3.79, -1.32, -3.77], [-2.17, -1.79, -3.19], [-4.80, -3.42, -3.34], [-4.00, -2.86, -1.94], [-2.25, -4.75, -0.75], [-1.13, -5.28, -1.95], [-1.37, -3.55, -1.66], [-4.79, -5.04, -1.66], [-4.62, -6.14, -2.97], [-3.62, -6.30, -1.55], [-0.46, -3.13, -3.85], [0.07, -3.37, -5.52], [-0.05, -4.77, -4.59], [-1.38, -6.36, -3.76], [-2.67, 6.57, -1.32], [-2.55, 5.08, -0.99], [-3.09, 4.75, 0.40], [-4.58, 4.40, 0.47], [-4.92, 3.33, -0.56], [-4.54, 3.73, -1.98], [-3.18, 4.21, -2.01], [-2.76, 4.51, -3.33], [-4.59, 2.46, -2.83], [-5.58, 4.73, -2.53], [-1.07, 4.67, -1.02], [-3.71, 6.84, -1.51], [-2.10, 6.80, -2.22], [-2.24, 7.16, -0.51], [-2.42, 4.04, 0.90], [-2.99, 5.62, 1.06], [-5.15, 5.31, 0.25], [-4.82, 4.09, 1.49], [-6.00, 3.17, -0.53], [-4.30, 2.48, -0.23], [-3.84, 1.75, -2.48], [-5.56, 1.97, -2.90], [-4.29, 2.67, -3.86], [-5.69, 5.54, -1.81], [-5.30, 5.08, -3.52], [-6.53, 4.21, -2.66], [-0.96, 3.59, -0.91], [-0.53, 5.13, -0.20], [-0.60, 4.93, -1.97], [-1.91, 4.07, -3.43], [6.64, -1.79, 0.58], [6.00, -0.61, 1.34], [4.84, -1.17, 2.15], [5.28, -1.91, 3.41], [6.27, -1.10, 4.22], [7.44, -0.51, 3.41], [6.94, 0.09, 2.20], [7.98, 0.69, 1.45], [8.14, 0.57, 4.24], [8.48, -1.63, 3.18], [5.49, 0.34, 0.26], [7.62, -1.58, 0.15], [5.97, -2.09, -0.24], [6.68, -2.72, 1.14], [4.11, -0.39, 2.39], [4.27, -1.90, 1.57], [5.66, -2.92, 3.19], [4.40, -2.06, 4.03], [6.70, -1.70, 5.03], [5.75, -0.28, 4.74], [8.11, 0.32, 5.30], [9.15, 0.77, 3.90], [7.53, 1.48, 4.21], [8.10, -2.56, 2.77], [9.16, -1.27, 2.40], [9.14, -1.85, 4.02], [5.19, 1.27, 0.75], [4.71, -0.13, -0.33], [6.29, 0.53, -0.46], [7.89, 1.64, 1.61], [0.46, -0.14, -6.14], [1.93, -0.18, -5.71], [2.68, 0.88, -6.49], [3.93, 1.47, -5.79], [3.64, 1.89, -4.36], [3.06, 0.71, -3.56], [1.94, 0.13, -4.30], [1.11, -0.71, -3.55], [4.15, -0.34, -3.32], [2.55, 1.36, -2.26], [2.45, -1.56, -6.10], [0.37, -0.46, -7.19], [-0.01, 0.84, -6.06], [-0.14, -0.90, -5.63], [3.05, 0.48, -7.44], [2.08, 1.77, -6.71], [4.30, 2.30, -6.40], [4.74, 0.73, -5.82], [3.07, 2.82, -4.31], [4.59, 2.08, -3.85], [3.78, -1.21, -2.76], [4.57, -0.69, -4.27], [5.01, -0.01, -2.75], [2.14, 0.67, -1.53], [3.37, 1.89, -1.78], [1.79, 2.10, -2.52], [1.93, -2.34, -5.50], [3.47, -1.80, -5.80], [2.26, -1.84, -7.13], [0.44, -0.14, -3.14]]
}